i) {"formula": "C3H6N4O", "method": "ωB97M-V/def2-TZVPD", "elements": ["C", "C", "N", "N", "O", "N", "C", "N", "H", "H", "H", "H", "H", "H"], "positions_angstrom": [[0.92, 0.51, 0.36], [-0.20, -0.25, 0.16], [-0.59, -1.43, 0.78], [1.87, 0.17, 1.34], [-2.23, 0.01, -1.06], [-0.80, -0.01, -1.07], [-0.09, 0.86, -1.86], [0.20, 1.45, -2.81], [-2.50, -0.44, -1.87], [0.94, 1.55, 0.09], [-0.31, -1.51, 1.75], [-1.52, -1.74, 0.55], [2.73, 0.70, 1.32], [1.58, 0.13, 2.31]], "lowdin_charge": [-0.17, -0.36, 0.15, 0.01, 0.03, -0.10, -0.28, 0.16, 0.11, 0.11, 0.09, 0.09, 0.07, 0.07], "homo_energy_ev": -7.78, "smiles": "N#CN(O)/C(N)=C/N", "gap_ha": 0.3061}

ii) {"formula": "C3H6N4O", "method": "ωB97M-V/def2-TZVPD", "elements": ["C", "C", "C", "H", "H", "H", "H", "H", "H", "N", "N", "N", "N", "O"], "positions_angstrom": [[1.52, -0.88, -0.02], [-0.74, 0.01, -0.01], [-3.01, 0.11, -0.14], [2.35, 1.18, -0.09], [0.80, 2.12, 0.84], [1.03, -1.95, -0.01], [3.38, -1.37, -0.21], [-0.93, -1.13, 0.13], [-3.65, 1.01, 0.36], [1.04, 1.41, -0.18], [0.57, 0.23, -0.11], [2.71, -0.65, -0.17], [-1.74, 0.95, -0.29], [-3.34, -1.02, -0.10]], "lowdin_charge": [-0.21, -0.18, -0.39, 0.21, 0.20, 0.16, 0.07, 0.15, 0.13, -0.03, -0.31, 0.10, 0.07, 0.05], "homo_energy_ev": -8.57, "gap_ha": 0.3236}

iii) {"formula": "C3H6N4O", "method": "ωB97M-V/def2-TZVPD", "elements": ["C", "C", "C", "N", "N", "N", "N", "O", "H", "H", "H", "H", "H", "H"], "positions_angstrom": [[1.63, -0.15, 0.02], [-0.69, -1.23, -0.09], [-1.75, 0.94, 0.01], [1.47, -1.35, 0.27], [-1.32, -2.25, 0.03], [-0.66, 0.06, -0.37], [2.80, 0.56, -0.04], [0.57, 0.72, -0.34], [-2.69, 0.41, -0.15], [-1.68, 1.24, 1.06], [-1.71, 1.82, -0.62], [-2.26, -2.46, -0.27], [3.58, 0.13, 0.44], [2.72, 1.56, 0.07]], "lowdin_charge": [-0.62, -0.24, -0.01, 0.17, 0.18, -0.13, 0.12, -0.01, 0.09, 0.10, 0.09, 0.08, 0.10, 0.09], "homo_energy_ev": -8.62, "gap_ha": 0.3385}

iv) {"formula": "C3H6N4O", "method": "ωB97M-V/def2-TZVPD", "elements": ["C", "C", "C", "H", "H", "H", "H", "H", "H", "N", "N", "N", "N", "O"], "positions_angstrom": [[0.35, 1.01, -0.36], [-0.94, -1.23, 0.75], [0.42, -1.55, 0.18], [1.64, 2.24, -1.17], [-1.69, 1.49, -0.87], [-1.92, -1.10, -1.06], [-0.59, -0.66, 1.71], [-1.66, -1.94, 1.24], [0.70, -2.62, -0.28], [0.73, 2.00, -1.01], [-1.09, 0.78, -0.30], [-1.74, -0.51, -0.17], [1.51, -0.92, 0.24], [1.08, 0.47, 0.72]], "lowdin_charge": [-0.47, -0.25, -0.18, 0.02, 0.17, 0.15, 0.16, 0.13, 0.15, 0.18, 0.00, -0.09, 0.12, -0.10], "homo_energy_ev": -8.72, "smiles": "[H]/N=C1/NNCC=NO1", "gap_ha": 0.3389}

List of relative energies, unit kcal/mol: i) 0.0; ii) 38.9; iii) 15.4; iv) 42.1

i) {"formula": "C3H6N4O", "method": "ωB97M-V/def2-TZVPD", "elements": ["C", "C", "C", "N", "N", "N", "N", "O", "H", "H", "H", "H", "H", "H"], "positions_angstrom": [[-2.49, 0.99, -0.02], [-0.36, 0.25, 0.10], [2.04, 0.62, -0.11], [-1.15, 1.20, 0.06], [-2.30, -1.30, -0.02], [1.06, -1.60, -0.04], [0.86, -0.20, 0.08], [-2.97, -0.23, -0.05], [-3.18, 1.81, -0.07], [2.49, 0.87, 0.85], [2.74, 0.05, -0.70], [1.77, 1.54, -0.62], [1.32, -1.99, 0.86], [0.17, -2.01, -0.32]], "lowdin_charge": [-0.21, -0.14, -0.03, 0.10, 0.08, 0.08, -0.23, -0.18, 0.11, 0.08, 0.08, 0.09, 0.09, 0.07], "homo_energy_ev": [-8.21, -7.01], "gap_ha": [0.3194, 0.2884]}

ii) {"formula": "C3H6N4O", "method": "ωB97M-V/def2-TZVPD", "elements": ["C", "C", "C", "H", "H", "H", "H", "H", "H", "N", "N", "N", "N", "O"], "positions_angstrom": [[-0.82, -0.40, -0.93], [0.25, 0.97, 0.38], [0.97, -0.23, 0.35], [-2.80, -0.45, -1.43], [-1.67, -2.26, -1.57], [0.02, 2.02, 2.02], [0.48, 2.79, 0.59], [2.56, -0.27, 1.73], [0.53, -2.04, -0.62], [-1.65, -1.03, -1.77], [-0.89, 0.79, -0.41], [0.67, 2.00, 1.20], [0.28, -1.08, -0.45], [2.08, -0.80, 0.91]], "lowdin_charge": [-0.61, -0.38, -0.34, 0.24, 0.19, 0.10, 0.08, 0.20, 0.15, 0.03, 0.13, 0.06, 0.14, 0.01], "homo_energy_ev": -7.04, "gap_ha": 0.2749}

iii) {"formula": "C3H6N4O", "method": "ωB97M-V/def2-TZVPD", "elements": ["C", "C", "C", "H", "H", "H", "H", "H", "H", "N", "N", "N", "N", "O"], "positions_angstrom": [[0.78, 1.55, -0.95], [-0.39, 1.02, -1.35], [-0.38, -0.18, -0.64], [0.36, -1.24, 2.14], [-0.84, -0.27, 1.53], [1.73, 1.04, 0.92], [1.55, 2.36, -1.35], [-1.27, 1.31, -1.94], [-1.50, -2.81, 0.05], [0.24, -0.24, 1.67], [0.68, -0.33, 0.21], [1.47, 0.81, -0.02], [-1.35, -1.05, -0.59], [-1.07, -1.99, 0.32]], "lowdin_charge": [-0.12, -0.01, -0.43, 0.12, 0.10, 0.12, 0.16, 0.12, 0.11, 0.06, -0.10, -0.01, 0.00, -0.12], "homo_energy_ev": -7.60, "smiles": "Nn1[nH]cc/c1=N/O", "gap_ha": 0.3124}

List of relative energies, unit kcal/mol: i) 109.6; ii) 0.0; iii) 60.1

i) {"formula": "C19H21NO3", "method": "ωB97M-V/def2-TZVPD", "elements": ["C", "C", "O", "C", "C", "C", "C", "C", "C", "H", "H", "N", "C", "O", "C", "H", "C", "O", "C", "C", "C", "C", "C", "C", "C", "H", "H", "H", "H", "H", "C", "H", "H", "H", "H", "H", "H", "H", "H", "H", "H", "H", "H", "H"], "positions_angstrom": [[-6.73, -0.93, 0.73], [-5.60, -1.43, -0.14], [-5.68, -2.48, -0.75], [-4.39, -0.58, -0.22], [-3.34, -1.02, -1.03], [-2.18, -0.28, -1.15], [-2.04, 0.92, -0.45], [-3.09, 1.37, 0.35], [-4.24, 0.63, 0.46], [-5.04, 1.01, 1.09], [-2.98, 2.30, 0.88], [-0.84, 1.61, -0.61], [-0.43, 2.77, -0.01], [-1.09, 3.43, 0.76], [0.99, 3.14, -0.42], [1.21, 4.12, 0.00], [2.02, 2.14, 0.09], [1.82, 0.90, -0.57], [2.68, -0.12, -0.19], [4.02, -0.06, -0.55], [4.89, -1.09, -0.23], [4.39, -2.18, 0.47], [3.06, -2.24, 0.83], [2.18, -1.21, 0.52], [0.73, -1.28, 0.90], [0.60, -1.94, 1.76], [0.14, -1.67, 0.08], [0.35, -0.30, 1.16], [2.69, -3.09, 1.38], [5.05, -3.00, 0.74], [6.34, -1.03, -0.60], [6.50, -0.31, -1.40], [6.70, -2.00, -0.93], [6.94, -0.72, 0.26], [4.38, 0.79, -1.11], [3.03, 2.52, -0.11], [1.91, 2.00, 1.18], [1.05, 3.20, -1.51], [-0.13, 1.13, -1.14], [-1.37, -0.63, -1.78], [-3.46, -1.95, -1.56], [-7.09, 0.03, 0.37], [-7.55, -1.65, 0.69], [-6.40, -0.83, 1.76]], "lowdin_charge": [-0.02, -0.41, 0.08, -0.17, -0.01, -0.02, -0.21, 0.01, -0.02, 0.11, 0.10, 0.14, -0.46, 0.08, -0.06, 0.13, -0.18, -0.10, -0.22, 0.03, -0.28, -0.05, -0.03, -0.20, -0.02, 0.08, 0.08, 0.07, 0.11, 0.11, -0.05, 0.07, 0.08, 0.08, 0.12, 0.12, 0.14, 0.13, 0.13, 0.11, 0.12, 0.09, 0.08, 0.09], "homo_energy_ev": -8.64, "smiles": "CC(=O)c1ccc(NC(=O)CCOc2cc(C)ccc2C)cc1", "gap_ha": 0.3321}

ii) {"formula": "C19H21NO3", "method": "ωB97M-V/def2-TZVPD", "elements": ["C", "C", "O", "C", "C", "C", "C", "C", "C", "C", "C", "C", "O", "O", "H", "H", "H", "H", "H", "H", "H", "H", "H", "H", "H", "C", "N", "C", "C", "C", "C", "C", "C", "C", "H", "H", "H", "H", "H", "H", "H", "H", "H", "H"], "positions_angstrom": [[4.68, -1.51, 2.34], [3.87, -0.25, 2.23], [2.60, -0.57, 1.61], [1.62, 0.34, 1.85], [0.55, 0.30, 0.76], [-0.63, 1.09, 1.30], [-1.83, 0.32, 1.72], [-1.86, -1.09, 1.75], [-3.07, -1.75, 1.97], [-4.24, -1.02, 2.19], [-4.20, 0.38, 2.20], [-3.00, 1.05, 1.98], [-0.62, 2.31, 1.32], [1.62, 1.09, 2.80], [5.73, -1.25, 2.47], [4.37, -2.07, 3.22], [4.59, -2.14, 1.45], [3.67, 0.19, 3.21], [4.35, 0.49, 1.58], [0.32, -0.74, 0.52], [-0.95, -1.65, 1.56], [-3.09, -2.84, 1.93], [-5.19, -1.54, 2.32], [-5.12, 0.96, 2.36], [-2.96, 2.15, 1.94], [-0.02, 2.72, -1.77], [-0.02, 1.31, -1.38], [-0.26, 0.34, -2.38], [-1.16, -0.71, -2.12], [-1.37, -1.69, -3.08], [-0.67, -1.64, -4.29], [0.24, -0.61, -4.54], [0.43, 0.40, -3.61], [1.07, 1.01, -0.45], [-0.68, 2.87, -2.63], [-0.40, 3.30, -0.92], [1.00, 3.05, -2.00], [-1.70, -0.70, -1.17], [-2.10, -2.48, -2.88], [-0.82, -2.42, -5.04], [0.81, -0.59, -5.48], [1.12, 1.23, -3.79], [1.84, 0.38, -0.93], [1.50, 1.98, -0.14]], "lowdin_charge": [-0.07, -0.21, -0.01, -0.42, -0.16, -0.31, -0.13, -0.03, -0.08, -0.08, -0.07, 0.00, 0.10, 0.13, 0.08, 0.08, 0.08, 0.12, 0.13, 0.14, 0.11, 0.11, 0.10, 0.11, 0.12, -0.07, -0.17, -0.25, -0.01, -0.08, -0.10, -0.09, -0.02, -0.13, 0.10, 0.08, 0.09, 0.10, 0.10, 0.10, 0.10, 0.12, 0.15, 0.14], "homo_energy_ev": -8.33, "smiles": "CCOC(=O)[C@H](CN(C)c1ccccc1)C(=O)c1ccccc1", "gap_ha": 0.3134}

List of relative energies, unit kcal/mol: i) 0.0; ii) 29.2

i) {"formula": "C20H27N3O5", "method": "ωB97M-V/def2-TZVPD", "elements": ["C", "C", "H", "H", "O", "C", "O", "N", "C", "H", "C", "H", "H", "C", "N", "C", "O", "C", "C", "C", "C", "C", "C", "H", "H", "N", "C", "O", "C", "C", "H", "C", "H", "C", "H", "H", "O", "H", "H", "H", "H", "H", "H", "H", "C", "H", "C", "H", "H", "H", "H", "H", "H", "H", "H"], "positions_angstrom": [[-7.70, -1.32, -2.60], [-7.55, 0.13, -2.16], [-7.83, 0.82, -2.96], [-8.17, 0.32, -1.27], [-6.20, 0.46, -1.85], [-5.77, 0.09, -0.62], [-6.48, -0.42, 0.22], [-4.45, 0.34, -0.44], [-3.62, 1.06, -1.38], [-2.72, 0.46, -1.56], [-3.25, 2.43, -0.82], [-4.15, 3.04, -0.73], [-2.56, 2.94, -1.51], [-2.59, 2.31, 0.56], [-1.26, 1.75, 0.46], [-0.15, 2.43, 0.83], [-0.19, 3.56, 1.27], [1.13, 1.68, 0.66], [1.33, 0.72, -0.33], [2.54, 0.06, -0.45], [3.58, 0.36, 0.43], [3.39, 1.33, 1.41], [2.18, 1.99, 1.52], [2.03, 2.75, 2.27], [4.20, 1.58, 2.09], [4.81, -0.27, 0.37], [5.24, -1.26, -0.46], [4.59, -1.80, -1.33], [6.71, -1.64, -0.20], [6.86, -3.16, -0.13], [6.12, -3.65, -0.75], [6.67, -3.41, 1.37], [7.12, -4.33, 1.71], [7.35, -2.18, 1.97], [6.93, -1.87, 2.93], [8.43, -2.35, 2.10], [7.18, -1.12, 1.04], [5.61, -3.41, 1.61], [7.86, -3.46, -0.45], [7.30, -1.20, -1.01], [5.52, 0.03, 1.04], [2.69, -0.67, -1.22], [0.55, 0.49, -1.04], [-1.18, 0.79, 0.17], [-3.48, 1.49, 1.49], [-4.40, 2.05, 1.69], [-3.86, 0.14, 0.86], [-2.97, -0.49, 0.75], [-4.59, -0.38, 1.48], [-2.97, 1.32, 2.44], [-2.44, 3.31, 0.98], [-4.16, 1.16, -2.32], [-8.73, -1.51, -2.89], [-7.05, -1.52, -3.45], [-7.43, -1.98, -1.78]], "lowdin_charge": [-0.06, -0.22, 0.12, 0.12, -0.01, -0.54, 0.09, -0.04, -0.13, 0.12, -0.10, 0.12, 0.12, -0.31, 0.11, -0.44, 0.07, -0.14, -0.02, 0.00, -0.21, -0.01, -0.01, 0.12, 0.11, 0.15, -0.41, 0.08, -0.24, -0.11, 0.12, -0.14, 0.11, -0.18, 0.12, 0.12, -0.12, 0.12, 0.12, 0.16, 0.14, 0.10, 0.11, 0.12, -0.10, 0.12, -0.13, 0.12, 0.12, 0.12, 0.14, 0.12, 0.08, 0.08, 0.07], "homo_energy_ev": -8.70, "smiles": "CCOC(=O)N1CCC(NC(=O)c2ccc(NC(=O)[C@@H]3CCCO3)cc2)CC1", "gap_ha": 0.3423}

ii) {"formula": "C20H27N3O5", "method": "ωB97M-V/def2-TZVPD", "elements": ["C", "H", "H", "H", "O", "C", "C", "C", "C", "C", "C", "O", "C", "H", "H", "H", "H", "C", "N", "C", "O", "C", "N", "C", "O", "C", "N", "C", "O", "H", "C", "C", "C", "C", "C", "C", "H", "H", "H", "H", "H", "H", "H", "H", "H", "H", "H", "H", "H", "H", "H", "H", "H", "H", "H"], "positions_angstrom": [[7.63, 1.70, 0.67], [7.85, 2.06, -0.34], [7.12, 2.49, 1.23], [8.55, 1.44, 1.18], [6.87, 0.52, 0.63], [5.64, 0.55, 0.04], [5.06, 1.67, -0.53], [3.80, 1.60, -1.10], [3.11, 0.41, -1.12], [3.68, -0.73, -0.55], [4.93, -0.67, 0.03], [5.57, -1.72, 0.62], [4.92, -2.97, 0.63], [3.97, -2.92, 1.18], [5.59, -3.65, 1.15], [4.73, -3.34, -0.38], [3.12, -1.65, -0.57], [1.72, 0.30, -1.70], [0.73, 0.18, -0.65], [0.23, -1.01, -0.27], [0.50, -2.07, -0.79], [-0.73, -0.91, 0.93], [-1.88, -0.07, 0.68], [-3.14, -0.55, 0.48], [-3.46, -1.71, 0.50], [-4.05, 0.66, 0.29], [-3.11, 1.74, 0.49], [-1.84, 1.33, 0.68], [-0.85, 2.01, 0.84], [-3.35, 2.72, 0.41], [-4.61, 0.73, -1.15], [-5.39, -0.52, -1.58], [-6.89, -0.46, -1.27], [-7.25, 0.09, 0.12], [-6.26, -0.30, 1.23], [-5.13, 0.71, 1.38], [-4.63, 0.55, 2.34], [-5.54, 1.72, 1.40], [-6.80, -0.33, 2.18], [-5.85, -1.29, 1.05], [-8.24, -0.28, 0.38], [-7.32, 1.18, 0.08], [-7.39, 0.16, -2.02], [-7.29, -1.47, -1.37], [-4.95, -1.39, -1.10], [-5.28, -0.65, -2.65], [-5.23, 1.62, -1.24], [-3.75, 0.85, -1.82], [-0.18, -0.52, 1.79], [-1.11, -1.91, 1.15], [0.52, 1.00, -0.10], [1.49, 1.18, -2.31], [1.64, -0.60, -2.32], [3.37, 2.49, -1.54], [5.58, 2.61, -0.53]], "lowdin_charge": [-0.09, 0.10, 0.10, 0.09, -0.07, -0.20, -0.02, -0.05, -0.21, 0.04, -0.19, -0.06, -0.08, 0.10, 0.09, 0.10, 0.11, -0.12, 0.09, -0.47, 0.06, -0.01, 0.08, -0.35, 0.12, -0.35, 0.16, -0.48, 0.08, 0.17, -0.09, -0.18, -0.20, -0.20, -0.18, -0.11, 0.13, 0.12, 0.11, 0.11, 0.11, 0.10, 0.11, 0.11, 0.10, 0.11, 0.13, 0.13, 0.14, 0.13, 0.11, 0.12, 0.13, 0.11, 0.10], "homo_energy_ev": -7.91, "smiles": "COc1ccc(CNC(=O)CN2C(=O)NC3(CCCCCC3)C2=O)cc1OC", "gap_ha": 0.3133}

List of relative energies, unit kcal/mol: i) 0.0; ii) 11.6